Record 1
Formula: C19H24ClIN7O6Ti
Source: the OMol25 dataset
Level of theory: the ωB97M-V functional and the def2-TZVPD basis

Output
orbital gap: 7.8 eV
net charge: +1
E_HOMO: -0.39714 hartree
LUMO: -0.110 Eh
relative energy (zero: lowest compared OMol25 entry of this formula, charge and spin): 90.7 kJ/mol

Each line ends with the Löwdin charge.
Atoms and positions in Å:
Ti  -0.35  -0.44  -0.30  1.082
O  2.19  1.01  0.09  -0.093
C  2.86  0.46  1.22  -0.192
C  1.81  -0.20  2.09  -0.126
N  0.95  -1.16  1.36  -0.205
C  1.74  -2.21  0.68  -0.041
C  2.03  -1.71  -0.75  -0.569
O  3.13  -1.73  -1.23  0.122
O  0.95  -1.22  -1.31  -0.124
C  -0.02  -1.73  2.31  -0.059
C  -1.23  -2.28  1.52  -0.583
O  -2.13  -2.85  2.08  0.114
O  -1.15  -2.03  0.23  -0.148
H  2.76  0.93  -0.68  0.113
H  3.34  1.26  1.79  0.125
H  3.62  -0.25  0.90  0.125
H  1.17  0.58  2.50  0.105
H  2.32  -0.72  2.91  0.146
H  1.13  -3.11  0.58  0.146
H  2.66  -2.46  1.20  0.147
H  -0.39  -0.96  2.98  0.139
H  0.40  -2.54  2.91  0.152
C  0.40  4.03  -1.99  -0.024
N  -0.45  3.19  -2.82  -0.135
C  -1.35  3.90  -3.72  -0.019
C  -0.63  1.90  -2.44  -0.358
N  -0.14  1.37  -1.38  0.098
N  -1.38  1.11  -3.30  0.179
C  -1.86  -0.15  -3.02  -0.428
N  -2.50  -0.75  -4.04  0.197
N  -1.74  -0.67  -1.84  0.080
H  0.69  4.90  -2.57  0.097
H  1.32  3.50  -1.72  0.095
H  -0.10  4.36  -1.08  0.104
H  -0.80  4.71  -4.19  0.097
H  -2.19  4.33  -3.17  0.107
H  -1.74  3.27  -4.51  0.078
H  0.32  2.03  -0.75  0.049
H  -1.49  1.43  -4.24  0.136
H  -2.56  -0.34  -4.96  0.118
H  -2.87  -1.68  -3.93  0.127
H  -2.19  -1.57  -1.74  0.102
Cl  -2.91  3.88  5.35  0.743
C  -2.41  2.97  3.98  -0.599
C  -3.29  2.09  3.40  -0.153
C  -2.88  1.31  2.31  -0.596
I  -4.27  0.12  1.29  1.018
C  -1.59  1.37  1.81  -0.321
O  -1.12  0.58  0.84  -0.234
C  -0.72  2.39  2.32  -0.149
N  0.46  2.58  1.68  0.106
C  1.27  3.51  2.13  -0.118
C  0.99  4.30  3.25  -0.029
C  -0.20  4.14  3.90  -0.009
C  -1.12  3.17  3.43  -0.162
H  -4.29  2.00  3.78  0.103
H  2.20  3.63  1.58  0.115
H  1.71  5.04  3.59  0.112
H  -0.46  4.75  4.76  0.097

***

Record 2
Formula: C5H6N
Source: the OMol25 dataset
Level of theory: the ωB97M-V functional and the def2-TZVPD basis

Output
orbital gap: 7.2 eV
net charge: +1
E_HOMO: -0.49430 hartree
LUMO: -0.231 Eh
relative energy (zero: lowest compared OMol25 entry of this formula, charge and spin): 606.8 kJ/mol

Each line ends with the Löwdin charge.
Atoms and positions in Å:
C  0.90  -0.08  0.11  -0.120
C  -4.35  0.18  0.04  0.006
C  -3.66  -0.64  -0.46  -0.024
C  3.19  -0.02  -0.18  0.197
C  -0.09  -0.50  0.63  0.230
N  2.04  0.48  -0.41  0.051
H  -4.54  1.08  0.65  0.047
H  1.85  1.17  -1.22  0.249
H  -3.37  -1.54  -0.84  -0.008
H  4.13  0.44  -0.48  0.128
H  3.36  -0.97  0.47  0.178
H  -1.09  -0.54  1.02  0.065

***

Record 3
Formula: C5H11Cl8OY
Source: the OMol25 dataset
Level of theory: the ωB97M-V functional and the def2-TZVPD basis

Output
orbital gap: 4.1 eV
net charge: +2
E_HOMO: -0.55274 hartree
LUMO: -0.400 Eh
relative energy (zero: lowest compared OMol25 entry of this formula, charge and spin): 67.6 kJ/mol

Each line ends with the Löwdin charge.
Atoms and positions in Å:
Y  -3.13  1.69  0.78  2.019
C  -0.21  -0.39  -0.17  -0.196
O  -1.39  0.30  0.15  -0.480
H  -0.31  -1.42  0.17  0.093
H  -0.14  -0.58  -1.24  0.049
H  0.74  0.01  0.19  0.089
C  1.73  1.99  -2.68  -1.050
Cl  0.96  3.43  -3.31  0.526
Cl  2.71  2.53  -1.33  0.515
H  0.87  1.40  -2.37  -0.024
H  2.34  1.39  -3.35  0.052
C  0.93  2.35  2.50  -0.978
Cl  0.20  3.19  1.16  0.544
Cl  -0.23  1.34  3.39  0.539
H  1.78  1.77  2.13  0.048
H  1.38  3.09  3.16  0.054
C  0.97  -3.02  2.88  -1.008
Cl  1.83  -4.12  1.73  0.475
Cl  1.23  -3.45  4.60  0.522
H  1.29  -2.00  2.66  0.003
H  -0.07  -3.15  2.59  0.007
C  -2.64  -1.39  -2.73  -1.068
Cl  -4.00  -0.65  -2.00  0.553
Cl  -1.63  -0.27  -3.54  0.625
H  -2.16  -1.97  -1.93  0.040
H  -3.05  -2.09  -3.46  0.052

***

Record 4
Formula: C38H32N9O7S2Tl
Source: the OMol25 dataset
Level of theory: the ωB97M-V functional and the def2-TZVPD basis

Output
orbital gap: 6.3 eV
net charge: -2
E_HOMO: -0.08849 hartree
LUMO: 0.144 Eh
relative energy (zero: lowest compared OMol25 entry of this formula, charge and spin): 34.0 kJ/mol

Each line ends with the Löwdin charge.
Atoms and positions in Å:
Tl  0.65  -0.32  -1.00  0.750
N  -2.42  1.45  2.53  0.032
C  -1.78  0.61  1.65  -0.929
S  -2.02  0.90  -0.01  0.502
N  -1.13  -0.37  2.27  -0.017
N  -0.39  -1.16  1.47  0.011
C  0.14  -2.20  2.02  -0.212
C  -0.06  -2.57  3.45  -0.180
C  0.32  -1.72  4.48  -0.018
C  0.15  -2.09  5.81  -0.082
C  -0.42  -3.32  6.12  -0.115
C  -0.82  -4.17  5.10  -0.102
C  -0.63  -3.80  3.78  -0.044
C  1.04  -3.05  1.21  -0.234
C  1.91  -3.96  1.82  -0.013
C  2.77  -4.69  1.02  -0.068
C  2.73  -4.52  -0.35  -0.063
C  1.84  -3.59  -0.86  -0.145
N  1.02  -2.88  -0.11  0.035
H  -2.67  2.34  2.12  0.052
H  -1.97  1.51  3.43  0.064
H  0.75  -0.76  4.23  0.090
H  0.46  -1.42  6.60  0.097
H  -0.56  -3.60  7.16  0.088
H  -1.27  -5.12  5.34  0.091
H  -0.94  -4.47  2.98  0.117
H  1.94  -4.05  2.89  0.111
H  3.48  -5.37  1.47  0.101
H  3.39  -5.06  -1.01  0.095
H  1.80  -3.38  -1.93  0.112
C  -5.96  2.85  -3.05  -0.063
C  -4.70  2.23  -3.58  -0.281
C  -3.51  2.31  -2.85  -0.054
C  -2.36  1.70  -3.32  -0.082
C  -2.37  1.00  -4.52  -0.268
C  -3.55  0.91  -5.24  -0.068
C  -4.70  1.52  -4.78  -0.054
S  -0.88  0.16  -5.02  0.544
O  -1.21  -0.45  -6.31  -0.359
O  0.16  1.17  -5.06  -0.355
N  -0.56  -0.83  -3.85  -0.151
C  -1.49  -1.71  -3.38  -0.426
C  -2.60  -2.20  -4.10  -0.035
C  -3.52  -2.98  -3.45  -0.099
C  -3.35  -3.29  -2.10  -0.101
C  -2.21  -2.80  -1.48  -0.163
N  -1.30  -2.06  -2.09  0.048
H  -5.76  3.49  -2.20  0.070
H  -6.66  2.08  -2.72  0.077
H  -6.46  3.44  -3.82  0.070
H  -3.50  2.82  -1.90  0.089
H  -1.45  1.71  -2.74  0.058
H  -3.54  0.35  -6.17  0.102
H  -5.62  1.44  -5.34  0.103
H  -2.71  -1.94  -5.14  0.086
H  -4.39  -3.35  -3.99  0.093
H  -4.07  -3.89  -1.55  0.082
H  -2.01  -3.01  -0.43  0.099
N  0.56  3.98  -4.11  0.198
C  0.97  4.92  -3.22  -0.511
O  0.88  6.12  -3.43  0.023
C  1.60  4.37  -1.97  -0.123
C  2.74  4.96  -1.44  -0.017
C  3.32  4.38  -0.32  -0.057
C  2.74  3.24  0.22  -0.122
N  1.63  2.71  -0.26  0.066
C  1.07  3.27  -1.32  -0.111
H  0.05  4.28  -4.91  0.114
H  0.64  2.99  -3.93  0.067
H  3.16  5.84  -1.91  0.114
H  4.22  4.79  0.11  0.095
H  3.21  2.72  1.05  0.102
H  0.15  2.81  -1.66  0.079
O  5.08  -1.86  1.25  -0.041
C  4.09  -1.11  1.23  -0.671
O  3.21  -0.98  0.37  -0.125
C  3.94  -0.20  2.48  -0.094
C  5.03  -0.03  3.34  -0.020
C  4.94  0.78  4.47  -0.079
C  3.75  1.41  4.77  -0.029
C  2.68  1.23  3.91  -0.162
C  2.75  0.46  2.77  0.038
N  1.42  1.93  4.24  -0.348
O  1.32  2.40  5.37  0.032
O  0.56  1.99  3.40  0.077
H  5.93  -0.56  3.09  0.109
H  5.80  0.91  5.11  0.094
H  3.63  2.03  5.65  0.105
H  1.90  0.36  2.10  0.110

***

Record 5
Formula: C6H12N
Source: the OMol25 dataset
Level of theory: the ωB97M-V functional and the def2-TZVPD basis

Output
orbital gap: 13.0 eV
net charge: +1
E_HOMO: -0.58332 hartree
LUMO: -0.105 Eh
relative energy (zero: lowest compared OMol25 entry of this formula, charge and spin): 253.8 kJ/mol

Each line ends with the Löwdin charge.
Atoms and positions in Å:
C  0.23  -0.36  -0.97  -0.168
C  -1.23  0.10  0.71  -0.169
C  0.26  0.03  0.49  -0.219
C  1.48  -0.01  -1.78  -0.003
C  -2.03  -1.08  0.48  -0.043
C  1.29  0.66  1.45  0.021
N  -0.59  0.78  -0.50  0.141
H  -0.39  -1.16  -1.33  0.142
H  -1.55  0.67  1.55  0.153
H  1.79  1.06  -1.77  0.100
H  1.11  -0.06  -2.78  0.072
H  2.30  -0.75  -1.48  0.133
H  -2.71  -1.00  -0.32  0.086
H  -2.81  -1.17  1.35  0.148
H  -1.51  -2.00  0.31  0.092
H  2.15  0.02  1.74  0.103
H  0.79  0.87  2.43  0.105
H  1.71  1.63  1.13  0.093
H  -0.31  1.76  -0.72  0.213

***

Copy entry 3 word for word.
Formula: C5H11Cl8OY
Source: the OMol25 dataset
Level of theory: the ωB97M-V functional and the def2-TZVPD basis

Output
orbital gap: 4.1 eV
net charge: +2
E_HOMO: -0.55274 hartree
LUMO: -0.400 Eh
relative energy (zero: lowest compared OMol25 entry of this formula, charge and spin): 67.6 kJ/mol

Each line ends with the Löwdin charge.
Atoms and positions in Å:
Y  -3.13  1.69  0.78  2.019
C  -0.21  -0.39  -0.17  -0.196
O  -1.39  0.30  0.15  -0.480
H  -0.31  -1.42  0.17  0.093
H  -0.14  -0.58  -1.24  0.049
H  0.74  0.01  0.19  0.089
C  1.73  1.99  -2.68  -1.050
Cl  0.96  3.43  -3.31  0.526
Cl  2.71  2.53  -1.33  0.515
H  0.87  1.40  -2.37  -0.024
H  2.34  1.39  -3.35  0.052
C  0.93  2.35  2.50  -0.978
Cl  0.20  3.19  1.16  0.544
Cl  -0.23  1.34  3.39  0.539
H  1.78  1.77  2.13  0.048
H  1.38  3.09  3.16  0.054
C  0.97  -3.02  2.88  -1.008
Cl  1.83  -4.12  1.73  0.475
Cl  1.23  -3.45  4.60  0.522
H  1.29  -2.00  2.66  0.003
H  -0.07  -3.15  2.59  0.007
C  -2.64  -1.39  -2.73  -1.068
Cl  -4.00  -0.65  -2.00  0.553
Cl  -1.63  -0.27  -3.54  0.625
H  -2.16  -1.97  -1.93  0.040
H  -3.05  -2.09  -3.46  0.052

***

Q: Look up the net charge of the fourth one.
A: -2

***

Q: Number 1 is which compound?
A: C19H24ClIN7O6Ti

***

Q: The lowest net charge belongs to which entry?
A: C38H32N9O7S2Tl